Record 1
The following is a DFT calculation (ωB97M-V/def2-TZVPD) of C32H25IMgN3P as an isolated structure.

Properties
- Total charge: +2
- Frontier orbital gap: 7.943 eV
- Spin multiplicity: 1

Structure (XYZ):
```
63
Properties=species:S:1:pos:R:3:forces:R:3
C 1.5052 -2.6042 -1.3668 0.00 0.01 0.04
C 4.2004 2.9508 0.0445 0.05 -0.02 -0.02
H 2.2583 -2.6461 -4.6718 0.01 -0.01 0.01
H 4.6323 -0.1129 -1.2929 -0.07 -0.01 -0.01
C -5.4959 -2.7079 -0.1774 -0.12 0.07 -0.02
H 2.5411 -1.3151 0.8142 0.04 0.02 -0.05
H 1.7949 -3.0934 -0.4453 -0.03 -0.01 -0.01
N 2.1935 4.1686 0.3299 -0.04 -0.05 0.13
C 4.8727 1.8356 -0.3867 -0.11 0.05 0.01
C -1.5817 5.7790 0.0436 -0.06 -0.05 0.00
C 0.8017 -1.3645 -3.7617 -0.03 0.03 -0.05
C -3.8581 -0.5104 0.0052 0.20 0.41 0.00
N -0.1462 3.8424 0.0139 0.11 -0.58 -0.05
H -6.1220 -3.5895 -0.2269 0.01 0.00 -0.01
C 0.5403 -1.6010 -1.3686 0.02 0.10 0.08
C 0.5438 -1.4270 1.6203 0.08 0.13 -0.05
C 0.9049 4.6519 0.2007 -0.09 0.19 -0.05
H 2.8714 -3.7524 -2.5512 -0.01 0.00 0.01
H -0.5881 -0.2287 -2.5877 0.02 0.00 -0.07
H -2.5865 6.1702 -0.0161 0.00 -0.02 -0.03
C -1.3923 -3.3691 0.2370 -0.10 0.18 -0.01
H -1.8940 -5.4603 0.2494 -0.01 0.00 0.00
H -1.2911 -1.5737 2.7417 0.00 -0.03 0.01
C 0.1928 -0.9878 -2.5762 -0.03 -0.05 0.12
H 1.6469 6.6596 0.4175 0.00 -0.01 0.02
H -4.3137 -5.0243 -0.0394 0.00 0.00 0.00
C -0.4812 6.6148 0.2257 0.10 -0.15 0.00
H -5.6365 0.6436 -0.1512 -0.04 -0.03 0.00
H 2.2942 -2.2092 4.9807 0.00 0.02 0.00
H 4.7419 3.8081 0.4224 -0.04 0.01 0.00
H 3.6411 -1.8222 2.9375 -0.01 -0.02 0.02
H -7.1144 -1.3209 -0.3394 0.00 -0.03 -0.01
H 0.5184 -0.8888 -4.6914 0.00 -0.02 0.00
C -4.1001 -2.8883 -0.0423 0.10 0.17 0.01
C 1.9360 -1.4800 1.6945 -0.05 0.05 -0.01
C 1.7749 -2.3550 -3.7490 -0.02 0.02 -0.02
C -2.2752 -4.4509 0.1806 -0.06 -0.10 0.00
H -0.6022 7.6869 0.2962 0.02 0.00 0.02
C -3.6061 -4.2079 0.0255 0.09 -0.05 0.02
N 2.0855 1.9393 -0.4620 -0.12 0.05 0.00
C 2.5611 -1.7642 2.8993 0.05 0.00 0.00
C 4.1400 0.7681 -0.9072 -0.03 -0.05 -0.02
C 2.7754 0.8642 -0.9196 0.30 -0.07 -0.07
C -6.0484 -1.4657 -0.2366 -0.04 -0.14 0.00
I -2.9258 1.3922 0.3238 -0.17 -0.29 0.05
C -3.2032 -1.7659 0.0373 -0.07 -0.20 -0.03
H -0.3392 -3.5829 0.3521 0.04 -0.03 -0.01
H 5.9527 1.7939 -0.3450 0.00 0.04 0.02
Mg 0.0260 1.6590 -0.2237 -0.24 0.33 0.23
C -1.8098 -2.0567 0.1471 0.18 0.17 0.07
C -0.2095 -1.6231 2.7797 0.01 0.03 -0.06
H -0.1700 -2.0431 4.8751 0.01 -0.03 -0.01
C 2.8001 2.9893 -0.0320 0.10 -0.16 -0.11
C 2.1194 -2.9740 -2.5557 0.04 -0.03 -0.02
C -5.2078 -0.3494 -0.1341 0.13 0.19 0.00
C 0.7652 6.0440 0.2971 -0.05 0.06 0.02
H 2.8553 4.8864 0.5751 0.02 0.04 0.05
C -1.3630 4.4322 -0.0663 -0.17 0.26 -0.03
P -0.3272 -0.9383 0.0983 0.04 -0.39 -0.13
C 1.8067 -1.9764 4.0436 0.00 -0.01 -0.02
C 0.4225 -1.8946 3.9821 -0.03 0.02 0.06
H 2.1805 0.0631 -1.3276 -0.03 -0.08 0.01
H -2.2078 3.7826 -0.2401 0.09 0.05 -0.06
```
Positions in Å, forces in eV/Å.

Löwdin population analysis, charges in e, atoms 1 to 8: -0.09, 0.02, 0.12, 0.12, 0.00, 0.08, 0.11, 0.14

Record 2
The following is a DFT calculation (ωB97M-V/def2-TZVPD) of C32H25LaN12O3S2 as an isolated structure.

Properties
- Total charge: -2
- Frontier orbital gap: 3.429 eV
- Energy relative to the best compared isomer or geometry (same formula, charge and spin): 17.8 kcal/mol
- Spin multiplicity: 1

Structure (XYZ):
```
75
Properties=species:S:1:pos:R:3:forces:R:3
H 2.9376 2.2971 -0.4825 0.01 0.00 -0.01
H 5.2240 5.9013 -0.4660 0.00 0.00 0.00
C -0.3031 4.5176 -3.8396 -0.01 -0.01 -0.04
N 3.6195 -1.8434 -3.2062 -0.09 -0.14 -0.19
C 0.8242 2.4817 -4.3967 0.01 0.00 -0.01
H 1.4641 5.7752 -2.5009 -0.01 0.00 -0.01
C -2.8228 -1.8943 1.5665 -0.05 0.21 -0.16
N -0.6104 -2.0603 -1.1432 -0.11 -0.49 -0.32
H -3.9700 3.3601 0.0815 -0.03 0.00 -0.01
C -0.3548 3.5465 -0.9975 -0.06 0.21 0.08
C 1.9686 1.0921 2.5626 -0.10 0.13 0.12
C 4.8289 -2.1975 -2.8307 0.03 0.08 0.07
C -3.5774 -0.6691 1.2651 0.22 -0.20 0.00
C 0.0138 -5.0541 -2.6834 -0.07 0.06 -0.03
H -0.4164 3.9568 -7.1848 0.00 0.00 0.00
C 0.4229 3.4002 -3.4300 -0.03 0.03 0.07
H 5.2071 -0.5871 4.5246 -0.01 -0.02 0.03
O -0.7907 2.5901 -0.2821 0.33 -0.34 0.00
C 0.8032 3.1625 -1.9610 0.24 -0.03 -0.16
C -3.3528 -3.1087 1.8386 -0.07 -0.04 0.00
C 3.2630 -1.8859 1.0086 -0.03 0.05 -0.04
S -2.0895 -4.2390 2.1357 -0.04 -0.18 0.03
H 4.9348 -2.3773 2.1968 0.00 0.01 0.00
C 2.7080 -0.1433 2.1719 -0.15 -0.09 0.06
H -2.3556 2.7339 -0.1503 0.13 0.03 0.07
H 4.9268 3.5277 0.1971 0.00 0.00 0.00
C -0.2990 -3.1543 -1.4178 -0.19 0.04 -0.04
N -1.4496 -1.8348 1.5427 0.27 -0.06 0.22
C 2.0665 3.9382 -1.5708 -0.12 0.01 0.03
C -4.8838 -0.4765 1.5484 -0.05 0.00 0.07
H -5.5649 -1.1465 2.0425 0.00 0.01 0.02
C 2.8084 -1.1959 -2.4494 0.12 0.19 0.13
C 3.8121 -0.6729 2.8202 0.18 -0.05 -0.08
H -0.6575 5.2115 -3.0905 0.02 0.00 -0.01
O -0.7593 4.7077 -0.9962 0.02 -0.12 0.02
C -0.9242 -2.9937 1.8333 -0.01 0.25 -0.03
N 2.3724 -0.9158 1.0785 -0.21 0.07 0.07
N 2.0180 -0.5790 -1.8463 -0.01 -0.13 -0.05
C 2.4857 1.4833 3.9429 0.05 -0.13 -0.06
H 1.7799 1.3861 -2.1487 0.00 0.02 -0.02
H 1.0485 -2.4658 1.7908 -0.07 0.06 0.00
C 3.3584 5.9750 -1.5339 0.02 -0.01 0.02
N 4.1455 -1.7762 2.0482 0.05 -0.01 0.01
C -0.5996 4.7146 -5.1812 0.01 0.00 0.01
C 3.0492 3.3248 -0.8025 0.03 0.00 0.03
N 0.0084 -5.7437 -3.6160 0.00 -0.01 -0.03
N -2.9152 0.3847 0.6655 0.11 -0.16 -0.06
N -3.3743 2.5655 -0.0641 -0.58 -0.12 0.06
C 4.3430 5.3526 -0.7757 -0.01 0.01 -0.01
C 4.1825 4.0274 -0.4093 -0.03 -0.03 0.00
S -5.3514 1.1124 1.0618 -0.17 0.02 0.00
H 0.1488 0.1654 3.2347 -0.02 -0.01 -0.02
H 3.8481 1.2974 5.5204 0.01 0.00 0.00
C -3.7273 1.3987 0.5027 0.24 0.28 -0.07
H 3.3408 -2.6277 0.2307 0.00 -0.01 0.00
La 0.0697 0.0444 0.0567 0.05 1.05 -0.25
C 2.2292 5.2753 -1.9251 0.01 -0.01 -0.01
O 0.9935 1.7837 -1.7435 -0.05 -0.19 0.12
C 0.4459 0.8546 2.4297 0.08 -0.07 0.28
H -0.0891 1.8001 2.6158 -0.03 0.00 -0.04
H 1.3572 1.5834 -4.1147 0.00 -0.01 -0.01
N 5.9146 -2.5417 -2.6057 0.00 -0.04 0.02
H 0.8529 1.9480 -6.4661 0.00 0.00 0.00
H 2.2158 1.9112 1.8456 0.00 0.01 -0.01
H 0.7357 -4.1212 1.6094 -0.01 0.00 0.02
C 3.5716 0.9141 4.5383 0.08 -0.02 0.08
H 1.9432 2.2711 4.4565 0.00 0.01 0.01
C 4.3620 -0.1560 4.0095 -0.15 0.15 -0.11
N 0.4034 -3.2355 1.9573 0.09 -0.14 -0.02
H -1.1714 5.5874 -5.4740 0.00 0.00 -0.01
C -0.1811 3.8025 -6.1387 0.00 0.00 0.00
N 0.0298 -4.3856 -1.5508 0.12 -0.13 0.18
C 0.5295 2.6815 -5.7381 0.01 0.00 0.02
H 3.4668 7.0149 -1.8182 0.00 0.00 0.00
H -4.3876 -3.4038 1.8380 0.00 0.01 -0.01
```
Positions in Å, forces in eV/Å.

Löwdin population analysis, charges in e, atoms 1 to 8: 0.11, 0.09, -0.04, 0.04, -0.01, 0.10, -0.34, -0.05

Record 3
The following is a DFT calculation (ωB97M-V/def2-TZVPD) of C32H25MnN5O2PS2 as an isolated structure.

Properties
- Total charge: 0
- Frontier orbital gap (alpha / beta): 4.978 / 5.587 eV
- Energy relative to the best compared isomer or geometry (same formula, charge and spin): 0.0 kcal/mol
- Spin multiplicity: 5

Structure (XYZ):
```
68
Properties=species:S:1:pos:R:3:forces:R:3
C 5.1283 -1.5199 2.6858 0.01 0.01 -0.06
N 1.3914 -0.9572 -1.0045 -0.10 -0.06 0.25
H 0.7965 2.6401 3.4953 0.02 0.01 0.01
C 2.8228 -1.0827 -4.3958 0.06 0.02 -0.02
C -1.6617 1.0978 1.7655 -0.05 0.03 0.00
H -3.2827 -0.0124 2.6497 0.00 0.01 -0.01
C -3.5767 -1.3134 -0.8787 0.06 -0.05 -0.09
C -4.6995 -2.0941 -1.1356 -0.01 0.05 0.04
H -4.6209 -2.9524 -1.7885 0.00 -0.02 -0.01
C -2.2541 -1.5438 -1.4768 -0.02 -0.34 -0.10
C 5.0843 -3.4637 0.7288 0.06 -0.01 -0.03
H 2.4951 -1.3301 -5.3970 0.00 -0.01 -0.02
C -3.6184 4.6436 -1.8201 0.00 -0.01 -0.07
H -3.6785 3.5224 -3.6529 -0.02 0.02 -0.05
N 1.4524 -1.5784 2.4452 -0.03 -0.06 -0.08
H 0.9060 -1.4949 -3.5335 0.06 0.02 0.03
P -2.0724 0.7511 0.0482 -0.16 -0.10 -0.03
C 6.3166 -2.0313 2.1951 0.00 -0.03 -0.04
O 0.6284 2.3936 -1.0552 0.01 -0.08 0.25
H -2.7987 1.4682 -2.6416 0.00 0.03 0.03
H 7.2547 -1.6582 2.5845 0.03 0.00 0.00
H -6.7863 -2.3226 -0.7203 -0.04 -0.03 -0.01
C 3.6477 -0.4772 -1.8149 -0.01 -0.01 0.01
C 3.8890 -2.9661 1.2169 -0.06 0.00 0.02
H -4.9211 1.0623 1.1259 0.01 0.01 0.01
C -3.6292 -0.1971 -0.0500 -0.03 -0.04 0.07
C -0.5014 1.8307 2.0053 0.05 0.03 -0.01
H 3.9622 -0.2564 -0.8060 0.00 0.00 0.02
C -2.4094 0.6007 2.8271 -0.01 -0.02 0.02
C 6.3048 -3.0021 1.2028 -0.02 0.02 0.04
C -5.9646 -0.6057 0.2707 -0.04 -0.03 -0.01
H 0.0994 2.1906 1.1780 -0.02 0.00 -0.02
H 4.8356 -0.6210 -4.9877 0.03 0.01 -0.03
C 4.5358 -0.3916 -2.8717 0.03 0.01 -0.05
C -3.3070 4.6151 -0.4710 0.00 0.04 0.01
H 5.0564 -4.2259 -0.0385 0.01 -0.03 -0.02
H -0.5487 1.7871 5.3882 0.01 0.01 0.03
C -0.1095 2.0795 3.3104 0.02 0.00 0.03
H 2.8463 -1.2420 3.7634 -0.04 -0.12 -0.05
C -5.8968 -1.7356 -0.5433 0.05 0.04 0.01
Mn -0.5657 -0.6469 -1.1011 0.83 0.22 0.23
C 4.1345 -0.6880 -4.1676 -0.04 -0.02 0.00
N 1.9485 -1.0967 0.2013 -0.04 -0.11 -0.12
C -3.4367 3.5079 -2.5999 0.00 0.03 0.05
C 3.9037 -1.9729 2.1936 0.14 -0.09 -0.07
C 1.1226 -1.4530 1.1673 -0.04 -0.03 0.19
C -2.0108 0.8579 4.1285 0.02 0.00 -0.01
H -3.4489 5.4961 0.1391 -0.01 0.04 0.01
H -6.9108 -0.3248 0.7134 -0.02 0.00 0.01
C -4.8443 0.1726 0.5140 0.04 -0.01 0.00
H 5.5561 -0.0882 -2.6769 0.04 0.01 0.00
N -0.3933 0.6116 -2.5547 -0.10 0.04 -0.04
H 2.9528 -3.3474 0.8373 0.00 0.02 0.01
C -2.8056 3.4579 0.1061 0.07 0.06 0.04
H -2.5549 3.4490 1.1581 0.00 -0.02 0.01
C 2.3260 -0.8640 -2.0483 0.01 0.07 -0.04
H 7.2314 -3.3956 0.8084 0.01 -0.01 -0.01
S 0.2755 1.9257 -2.3933 0.08 0.19 -0.48
H -2.5895 0.4643 4.9525 -0.01 -0.01 0.03
C -0.8632 1.5986 4.3708 0.00 -0.01 -0.01
S -0.5797 -1.8243 0.8279 -0.20 0.02 -0.14
N 2.7530 -1.4341 2.7788 -0.02 0.33 0.31
O -1.8296 -2.3176 -2.2870 -0.37 0.09 0.00
C -2.9384 2.3507 -2.0282 -0.13 -0.05 -0.08
H -4.0030 5.5502 -2.2679 -0.01 0.01 0.00
H 5.1435 -0.7473 3.4452 -0.02 0.02 0.02
C 1.9248 -1.1733 -3.3472 -0.08 -0.02 -0.01
C -2.6141 2.3243 -0.6733 0.00 -0.07 0.01
```
Positions in Å, forces in eV/Å.

Löwdin population analysis, charges in e, atoms 1 to 8: -0.04, -0.13, 0.11, -0.09, -0.39, 0.10, -0.21, 0.01

Record 4
The following is a DFT calculation (ωB97M-V/def2-TZVPD) of C32H25N7O3ReS2 as an isolated structure.

Properties
- Total charge: 0
- Frontier orbital gap (alpha / beta): 6.114 / 6.293 eV
- Energy relative to the best compared isomer or geometry (same formula, charge and spin): 13.8 kcal/mol
- Spin multiplicity: 2

Structure (XYZ):
```
70
Properties=species:S:1:pos:R:3:forces:R:3
C -1.9047 -3.4125 1.7774 -0.01 0.09 -0.03
H -0.3264 -1.9749 2.0486 0.00 -0.02 0.02
C 3.7841 3.2711 2.4821 -0.08 0.18 0.12
N -1.2835 2.4720 0.2736 0.33 0.31 -0.58
C -1.7831 4.3395 -2.8360 -0.03 -0.12 0.16
C 0.5368 -3.1233 -2.4626 0.10 -0.14 0.09
C 5.7234 3.5296 3.8733 0.06 -0.04 -0.01
C -1.7915 1.6559 2.3295 0.15 -0.12 -0.45
C -4.1934 -5.4682 -1.4928 0.09 -0.11 -0.04
C -3.3940 -5.7227 -0.3894 -0.09 0.01 0.30
H 6.0068 5.4706 4.7372 -0.01 0.01 0.00
C -3.6962 -5.7999 -2.7461 -0.09 0.03 0.07
H -3.4518 2.0776 3.4273 0.00 -0.02 0.02
C 3.4368 4.5990 2.7186 0.01 -0.15 -0.07
C -3.1320 -3.6211 1.1692 -0.08 -0.22 0.10
H -2.2637 1.0911 4.2228 -0.05 0.04 0.07
H -4.2855 -5.6097 -3.6366 0.00 0.01 0.01
H 0.0593 -3.7291 -3.2225 -0.05 -0.02 0.05
C 5.3811 4.8559 4.1029 0.00 0.01 0.01
O -0.0363 0.0288 -0.8188 0.26 1.92 1.01
C 4.2391 5.3901 3.5240 0.01 0.06 -0.01
H -0.9669 -1.5888 -2.5057 0.01 -0.03 -0.02
H -2.7556 3.5480 -0.5842 -0.01 -0.01 0.01
H 6.6120 3.1131 4.3300 0.00 0.01 0.00
N 3.3093 1.2433 1.3104 0.54 0.46 0.47
C -1.0595 3.5670 -1.9057 0.61 -0.05 -0.35
C -2.1539 -6.3148 -0.5708 -0.07 -0.02 -0.15
C 2.6515 -0.6368 0.2225 0.41 0.45 0.42
O 1.0504 2.5018 -1.4199 0.78 -0.30 1.12
C 0.8417 3.6831 -3.4138 0.04 -0.24 0.18
Re 0.5683 1.5299 0.3287 -1.16 -1.18 0.11
H 1.8681 3.4121 -3.6231 0.00 0.01 0.00
C -3.0084 -1.4004 0.3263 -0.04 -0.05 -0.03
C -0.0316 -1.9321 -2.0813 -0.12 0.44 0.23
H -3.4149 -0.5701 -0.2433 -0.03 -0.02 0.01
S -3.9198 -5.2322 1.2584 0.12 0.17 -0.28
N -1.8213 -1.1944 0.8838 -0.29 -0.18 0.14
H 2.5377 4.9859 2.2591 0.00 0.05 0.04
H 5.1766 1.7009 2.8678 0.04 0.00 0.04
H -1.5148 -6.5303 0.2739 0.02 0.00 -0.01
C 1.8343 -1.4890 -0.5919 -0.62 0.01 -0.43
C -1.2914 -2.1802 1.5971 -0.05 -0.07 0.00
S -0.2312 0.8513 2.4725 0.90 0.62 -0.86
O 1.7169 2.8937 1.3513 -0.51 0.07 -0.70
C 0.5838 -1.0900 -1.1350 0.63 -1.01 -0.22
C -1.2284 4.7592 -4.0165 -0.01 0.03 -0.17
C 4.9320 2.7351 3.0627 -0.08 0.06 -0.07
H -5.1730 -5.0265 -1.3760 0.00 0.02 -0.02
C 1.7280 -3.5537 -1.8719 -0.10 -0.07 -0.10
C -3.7089 -2.5928 0.4408 0.02 0.08 0.02
C -1.7612 -6.6140 -1.8685 0.03 0.00 0.12
C -1.7363 3.1890 -0.7084 -0.27 -0.16 0.49
N 2.3538 0.5656 0.5928 -0.07 -0.72 -0.76
H -1.8100 5.3367 -4.7218 0.00 0.01 0.01
N -2.6235 1.5099 3.3864 -0.03 -0.08 -0.03
C 2.3539 -2.7449 -0.9549 0.05 0.18 0.07
H 3.6301 -1.0031 0.5186 0.00 0.02 0.06
H 2.1624 -4.5040 -2.1517 0.01 0.01 0.02
H 3.9734 6.4245 3.6989 0.00 0.00 0.01
H -0.8017 -7.0841 -2.0558 0.01 0.02 0.02
C 0.0981 4.4170 -4.3040 -0.11 0.04 0.05
C 2.8959 2.4312 1.6579 0.06 -0.84 -0.21
N -2.5050 -6.3555 -2.9380 0.04 -0.06 -0.18
C 0.2919 3.2211 -2.1979 -0.64 0.36 -0.25
H -1.4399 -4.1843 2.3752 0.03 -0.03 -0.05
N -2.1793 2.3443 1.3158 -0.76 0.18 0.41
H -4.6763 -2.7189 -0.0254 0.00 0.00 -0.03
H -2.8124 4.5857 -2.6005 0.01 0.03 0.00
H 3.2892 -3.0591 -0.5059 0.03 0.03 -0.04
H 0.5408 4.7306 -5.2410 0.03 0.03 0.02
```
Positions in Å, forces in eV/Å.

Löwdin population analysis, charges in e, atoms 1 to 8: -0.07, 0.08, -0.15, -0.18, -0.05, -0.08, -0.08, -0.81

Calculated max |F| in order - 0.59 1.08 0.89 2.18 eV/Å